Record 1
# C3H7N5

C3H7N5 in the gas phase in a non-equilibrium geometry (the ωB97M-V functional and the def2-TZVPD basis, the Open Molecules 2025 dataset).

## Properties
E_HOMO   -8.374 eV
ΔE to the lowest compared entry with this formula, charge and spin   442.8 kJ/mol
Largest force on an atom   2.92 eV Å⁻¹
Net charge   0
Total energy   -10670.4115 eV
Orbital gap   8.67 eV

Last column: natural (NBO) charge in e.
Cartesian coordinates (Å):
C 1.623 0.604 -0.296  -0.696
C -0.728 0.041 1.210  0.230
C 0.205 1.074 -0.303  0.474
N -0.788 -1.003 2.023  -0.783
N -0.888 -0.165 -0.111  -0.422
N -0.919 -1.470 -0.628  0.000
N -0.749 -1.593 -1.836  -0.306
N -0.164 2.167 -0.782  -0.663
H -1.025 -1.936 1.700  0.390
H -0.756 -0.849 3.017  0.400
H -0.577 -0.683 -2.310  0.297
H -1.162 2.351 -0.774  0.366
H 1.781 -0.106 -1.110  0.229
H 1.870 0.107 0.641  0.234
H 2.278 1.460 -0.441  0.249


Record 2
# C5H8I2N2

2 unconnected molecules or ions with the total composition C5H8I2N2 in a non-equilibrium geometry (the ωB97M-V functional and the def2-TZVPD basis, the Open Molecules 2025 dataset).

## Properties
E_HOMO   -8.539 eV
ΔE to the lowest compared entry with this formula, charge and spin   385.8 kJ/mol
Largest force on an atom   5.59 eV Å⁻¹
Net charge   0
Total energy   -24492.1399 eV
Orbital gap   8.01 eV

Last column: natural (NBO) charge in e.
Cartesian coordinates (Å):
C -0.403 1.689 -0.668  0.141
C 0.603 -0.507 0.688  0.220
C -0.846 1.177 -2.065  -0.670
C 0.770 -2.768 1.354  -0.443
C -0.930 1.053 0.449  -0.404
N 0.619 2.471 -0.625  -0.602
N 0.168 -1.566 1.041  -0.484
I 2.539 0.273 0.543  0.158
I -2.897 0.200 0.615  0.179
H -1.702 1.684 -2.567  0.239
H 0.015 1.185 -2.916  0.235
H -1.027 0.109 -1.917  0.214
H 1.829 -2.517 1.657  0.195
H 0.810 -3.415 0.376  0.231
H 0.253 -3.373 2.259  0.226
H -0.619 1.565 1.493  0.243
H 0.819 2.738 0.282  0.323


Record 3
# C28H64BF3INO22S6

7 unconnected molecules or ions with the total composition C28H64BF3INO22S6 in a non-equilibrium geometry (the ωB97M-V functional and the def2-TZVPD basis, the Open Molecules 2025 dataset).

## Properties
E_HOMO   -9.416 eV
Structure (SMILES)   CCOB(O)N(CCCI)C(=O)OCCC(F)=C(F)F.CCOS(C)(=O)=O.CCOS(C)(=O)=O.CCOS(C)(=O)=O.CCOS(C)(=O)=O.CCOS(C)(=O)=O.CCOS(C)(=O)=O
Largest force on an atom   3.65 eV Å⁻¹
Net charge   0
Total energy   -158545.3220 eV
Orbital gap   9.72 eV

Last column: Löwdin charge in e.
Cartesian coordinates (Å):
C 4.170 -2.084 -1.276  -0.064
C 4.443 -1.709 -2.831  -0.195
O 3.511 -0.678 -3.250  0.016
B 2.479 -1.178 -4.098  -0.570
O 2.869 -1.845 -5.321  0.121
N 0.990 -1.006 -3.826  0.087
C 0.836 0.087 -2.813  -0.191
C -0.629 0.702 -2.709  -0.251
C -0.746 1.532 -1.341  -0.596
I -0.566 0.315 0.452  0.913
C 0.559 -2.307 -3.318  -0.379
O 1.335 -2.907 -2.541  0.124
O -0.638 -2.971 -3.669  -0.056
C -1.652 -2.708 -2.660  -0.154
C -2.241 -4.016 -1.952  -0.042
C -2.035 -3.802 -0.370  -0.133
F -3.084 -3.418 0.493  0.008
C -0.761 -3.950 0.213  -0.163
F -0.341 -3.155 1.289  0.030
F 0.075 -4.913 -0.387  0.054
H 3.628 -3.084 -1.170  0.071
H 5.192 -2.200 -0.792  0.056
H 3.583 -1.253 -0.747  0.088
H 5.486 -1.229 -2.841  0.117
H 4.491 -2.618 -3.506  0.125
H 2.377 -2.681 -5.427  0.098
H 1.270 -0.290 -1.833  0.090
H 1.523 0.946 -3.148  0.147
H -0.790 1.447 -3.562  0.126
H -1.474 -0.052 -2.775  0.086
H 0.033 2.371 -1.415  0.079
H -1.784 1.993 -1.324  0.058
H -2.507 -2.096 -3.108  0.137
H -1.155 -2.053 -1.858  0.101
H -1.810 -4.996 -2.319  0.131
H -3.380 -4.012 -2.091  0.129
O -1.323 3.611 1.986  -0.306
S -2.620 3.207 2.462  0.567
O -3.758 3.120 1.586  -0.286
O -3.016 4.113 3.741  -0.267
C -2.992 5.536 3.602  -0.263
C -4.200 6.047 2.839  -0.071
C -2.460 1.670 3.325  -0.157
H -2.060 5.861 3.133  0.118
H -3.007 5.951 4.613  0.113
H -4.172 5.723 1.796  0.070
H -4.231 7.138 2.853  0.082
H -5.124 5.659 3.273  0.084
H -1.629 1.741 4.025  0.077
H -2.265 0.891 2.586  -0.037
H -3.393 1.459 3.847  0.076
O -4.478 8.381 5.671  -0.290
S -5.778 7.987 6.147  0.593
O -6.917 7.906 5.273  -0.281
O -6.167 8.896 7.425  -0.262
C -6.133 10.317 7.285  -0.268
C -7.338 10.835 6.521  -0.076
C -5.626 6.449 7.009  -0.110
H -5.199 10.635 6.814  0.115
H -6.144 10.734 8.295  0.122
H -7.312 10.509 5.479  0.070
H -7.361 11.927 6.533  0.080
H -8.264 10.453 6.956  0.085
H -4.794 6.515 7.708  0.077
H -5.436 5.669 6.271  0.073
H -6.560 6.243 7.532  0.058
O 7.799 -1.683 -1.428  -0.288
S 9.058 -1.270 -0.869  0.601
O 10.003 -0.488 -1.620  -0.280
O 9.815 -2.564 -0.266  -0.264
C 10.028 -3.686 -1.126  -0.259
C 11.166 -3.442 -2.098  -0.080
C 8.759 -0.453 0.673  -0.121
H 9.107 -3.946 -1.654  0.116
H 10.281 -4.532 -0.483  0.124
H 10.909 -2.660 -2.815  0.064
H 11.396 -4.350 -2.658  0.071
H 12.064 -3.113 -1.568  0.085
H 8.080 -1.060 1.269  0.074
H 8.307 0.515 0.454  0.077
H 9.709 -0.310 1.187  0.075
O 10.522 -5.342 -7.228  -0.277
S 9.932 -4.457 -6.261  0.603
O 9.945 -4.752 -4.853  -0.290
O 8.416 -4.122 -6.708  -0.263
C 7.522 -5.210 -6.950  -0.265
C 7.027 -5.828 -5.656  -0.073
C 10.593 -2.832 -6.496  -0.119
H 7.992 -5.959 -7.593  0.116
H 6.671 -4.801 -7.500  0.124
H 7.839 -6.325 -5.122  0.069
H 6.251 -6.571 -5.856  0.081
H 6.624 -5.062 -4.990  0.081
H 10.545 -2.580 -7.554  0.074
H 11.629 -2.841 -6.157  0.078
H 10.015 -2.126 -5.900  0.077
O -9.692 6.195 9.998  -0.277
S -9.422 4.844 9.585  0.601
O -8.396 4.531 8.624  -0.289
O -10.804 4.151 9.115  -0.265
C -11.581 4.799 8.106  -0.266
C -10.985 4.602 6.725  -0.073
C -9.158 3.852 11.027  -0.122
H -11.703 5.861 8.337  0.116
H -12.575 4.346 8.135  0.123
H -10.028 5.119 6.632  0.069
H -11.656 4.994 5.957  0.082
H -10.801 3.543 6.531  0.086
H -9.955 4.047 11.742  0.075
H -8.193 4.131 11.451  0.077
H -9.144 2.802 10.735  0.075
O 1.248 -7.292 -7.308  -0.281
S -0.054 -7.670 -6.829  0.601
O -1.197 -7.727 -7.700  -0.281
O -0.425 -6.761 -5.544  -0.264
C -0.369 -5.339 -5.678  -0.267
C -1.569 -4.801 -6.435  -0.067
C 0.078 -9.214 -5.974  -0.124
H 0.568 -5.032 -6.152  0.116
H -0.371 -4.927 -4.669  0.095
H -1.553 -5.123 -7.478  0.072
H -1.577 -3.709 -6.419  0.079
H -2.500 -5.171 -5.998  0.086
H 0.913 -9.164 -5.278  0.074
H 0.253 -9.992 -6.718  0.077
H -0.857 -9.408 -5.449  0.074


Record 4
# C6H8ClF2OP

2 unconnected molecules or ions with the total composition C6H8ClF2OP in a non-equilibrium geometry (the ωB97M-V functional and the def2-TZVPD basis, the Open Molecules 2025 dataset).

## Properties
E_HOMO   -9.920 eV
Structure (SMILES)   C=C[C@H](F)[P@@H](=O)Cl.CC#CF
ΔE to the lowest compared entry with this formula, charge and spin   250.6 kJ/mol
Largest force on an atom   4.33 eV Å⁻¹
Net charge   0
Total energy   -35641.5233 eV
Orbital gap   10.57 eV

Last column: natural (NBO) charge in e.
Cartesian coordinates (Å):
C -3.260 -0.763 -0.140  -0.365
C -3.148 0.491 -0.554  -0.229
C 4.090 0.631 -0.089  -0.163
C 3.710 1.740 -0.355  0.398
C 4.197 -0.804 0.085  -0.675
C -2.509 1.608 0.141  -0.169
O -0.286 2.173 1.637  -1.054
F 3.421 2.996 -0.655  -0.274
F -2.897 2.803 -0.461  -0.354
P -0.689 1.867 0.233  1.574
Cl 0.063 0.255 -0.385  -0.215
H -3.856 -1.593 -0.555  0.222
H -2.849 -0.961 0.894  0.184
H -3.572 0.660 -1.469  0.214
H -0.351 2.964 -0.760  -0.034
H 4.581 -1.197 -0.801  0.235
H 5.065 -0.956 0.864  0.233
H 3.187 -1.257 0.528  0.244
H -2.953 1.497 1.101  0.225


Record 5
# C15H22ClO20

7 unconnected molecules or ions with the total composition C15H22ClO20 in a non-equilibrium geometry (the ωB97M-V functional and the def2-TZVPD basis, the Open Molecules 2025 dataset).

## Properties
E_HOMO   -8.614 eV
ΔE to the lowest compared entry with this formula, charge and spin   15.1 kJ/mol
Largest force on an atom   2.96 eV Å⁻¹
Net charge   -1
Total energy   -69380.2543 eV
Orbital gap   10.75 eV

Last column: natural (NBO) charge in e.
Cartesian coordinates (Å):
Cl 0.383 -0.798 -0.138  2.545
O -0.728 -1.708 -0.022  -0.878
O 1.101 -1.030 -1.381  -0.896
O -0.125 0.553 -0.182  -0.877
O 1.270 -0.972 0.988  -0.872
C 0.264 -1.822 4.188  -0.104
C 1.455 -0.923 4.332  -0.107
O 2.101 -1.393 5.511  -0.488
C 1.151 -2.029 6.250  0.967
O 1.256 -2.387 7.379  -0.584
O 0.029 -2.203 5.547  -0.486
H 0.406 -2.673 3.520  0.197
H -0.563 -1.281 3.729  0.201
H 1.186 0.135 4.404  0.183
H 2.138 -0.930 3.483  0.218
C -3.554 -0.687 1.394  -0.105
C -4.189 -1.658 2.349  -0.093
O -5.042 -0.816 3.139  -0.506
C -5.133 0.429 2.518  0.972
O -5.856 1.287 2.895  -0.567
O -4.368 0.461 1.412  -0.475
H -3.493 -1.197 0.435  0.206
H -2.528 -0.462 1.692  0.193
H -3.472 -2.259 2.904  0.199
H -4.874 -2.328 1.819  0.175
C 1.369 1.887 -4.189  -0.098
C 1.573 2.067 -2.667  -0.097
O 1.694 3.492 -2.525  -0.494
C 1.375 4.101 -3.698  0.970
O 1.401 5.277 -3.846  -0.586
O 1.081 3.208 -4.635  -0.491
H 0.551 1.206 -4.399  0.197
H 2.313 1.541 -4.604  0.183
H 2.520 1.628 -2.380  0.190
H 0.753 1.770 -2.019  0.218
C 4.897 -0.447 -0.073  -0.086
C 4.082 0.736 -0.639  -0.118
O 5.098 1.635 -1.004  -0.495
C 6.251 1.353 -0.349  0.972
O 7.243 2.002 -0.478  -0.583
O 6.113 0.222 0.345  -0.497
H 5.214 -1.178 -0.814  0.184
H 4.459 -0.879 0.820  0.211
H 3.332 1.008 0.104  0.206
H 3.542 0.279 -1.466  0.205
C -2.613 1.084 -2.794  -0.093
C -3.060 -0.229 -2.098  -0.112
O -4.429 0.007 -1.788  -0.505
C -4.825 1.241 -2.161  0.977
O -5.922 1.671 -2.045  -0.582
O -3.797 1.891 -2.709  -0.495
H -2.407 0.984 -3.858  0.183
H -1.827 1.620 -2.269  0.206
H -2.495 -0.321 -1.177  0.223
H -3.049 -1.050 -2.809  0.193
O 0.462 -3.978 -2.172  -0.962
H 0.701 -3.059 -1.982  0.490
H -0.414 -4.077 -1.787  0.466


Record 6
# ClHNO2S2

A gas-phase ion, ClHNO2S2 (charge -1) in a non-equilibrium geometry (the ωB97M-V functional and the def2-TZVPD basis, the Open Molecules 2025 dataset).

## Properties
E_HOMO   -4.383 eV
ΔE to the lowest compared entry with this formula, charge and spin   34.3 kJ/mol
Largest force on an atom   3.22 eV Å⁻¹
Net charge   -1
Total energy   -39795.1893 eV
Orbital gap   7.71 eV

Last column: natural (NBO) charge in e.
Cartesian coordinates (Å):
N 0.676 0.969 -0.090  -1.057
O -1.655 1.246 -0.757  -1.019
O -1.422 2.559 1.187  -0.993
S 1.879 0.365 0.833  0.442
S -0.813 2.218 -0.116  1.642
Cl 3.711 0.309 -0.358  -0.384
H 0.118 0.282 -0.510  0.369


Record 7
# C6H10O

A molecular structure, C6H10O (the ωB97M-V functional and the def2-TZVPD basis, the Open Molecules 2025 dataset).

## Properties
E_HOMO   -9.211 eV
ΔE to the lowest compared entry with this formula, charge and spin   173.2 kJ/mol
Largest force on an atom   0.40 eV Å⁻¹
Net charge   0
Total energy   -8429.4453 eV
Orbital gap   10.38 eV

Last column: natural (NBO) charge in e.
Cartesian coordinates (Å):
C -1.655 1.616 0.993  -0.603
C -1.107 0.303 0.440  -0.439
C 0.415 0.191 0.523  0.113
O 0.867 -1.041 1.154  -0.519
C 1.718 -1.308 0.047  0.091
C 0.916 -1.520 -1.191  -0.450
C 1.238 -0.120 -0.726  -0.286
H -1.263 2.479 0.443  0.201
H -1.379 1.737 2.047  0.205
H -2.747 1.647 0.927  0.212
H -1.428 0.172 -0.601  0.206
H -1.524 -0.538 1.004  0.224
H 0.844 1.039 1.073  0.179
H 2.709 -1.703 0.244  0.201
H 1.469 -1.846 -2.068  0.223
H -0.095 -1.915 -1.106  0.219
H 1.786 0.598 -1.326  0.224


Record 8
# C8H14N3PmS

A molecular structure, C8H14N3PmS in a non-equilibrium geometry (the ωB97M-V functional and the def2-TZVPD basis, the Open Molecules 2025 dataset).

## Properties
E_HOMO (alpha / beta)   -16.456 / -16.457 eV
Spin multiplicity   5
ΔE to the lowest compared entry with this formula, charge and spin   0.0 kJ/mol
Largest force on an atom   4.08 eV Å⁻¹
Net charge   +2
Total energy   -40365.0222 eV
Expectation value of S²   6.01
Orbital gap (alpha / beta)   8.57 / 8.75 eV

Last column: natural (NBO) charge in e.
Cartesian coordinates (Å):
C -2.718 1.494 -0.771  -0.376
C -1.817 2.513 -0.779  -0.385
H -3.060 1.091 0.200  0.193
H -2.706 0.783 -1.624  0.206
H -1.142 2.612 -1.653  0.204
H -1.405 2.874 0.181  0.195
Pm 0.887 -0.526 -0.154  1.840
C 0.461 -2.050 -2.122  -0.329
C 0.253 -0.774 -2.768  -0.271
C 2.420 -0.797 -1.886  -0.389
C 1.805 -2.073 -1.574  -0.420
H -0.639 -0.475 -3.338  0.280
H 1.588 1.014 -3.008  0.281
H 3.360 -0.409 -1.479  0.277
C 1.446 0.001 -2.621  -0.307
H 2.201 -2.829 -0.897  0.274
H -0.283 -2.845 -2.066  0.277
N -0.328 -1.575 1.762  -0.714
N -0.628 -0.239 2.236  -0.464
C 0.443 0.575 2.597  0.275
N 0.053 1.651 3.328  -0.719
S 2.058 0.361 2.119  -0.098
H 0.428 -2.039 2.281  0.417
H -1.153 -2.174 1.783  0.439
H -1.458 -0.195 2.834  0.435
H 0.756 2.332 3.581  0.450
H -0.822 1.698 3.838  0.431